[1]
The following is a quantum chemistry calculation of a molecular structure, C39H38AsMnO2S5, from the OMol25 dataset.

Atoms and positions in Å:
Mn: 1.86 -1.51 -0.14
C: -0.62 1.64 7.13
C: -0.34 1.16 5.72
C: 0.28 -0.06 5.49
C: 0.53 -0.51 4.19
C: 0.14 0.29 3.13
C: -0.48 1.52 3.33
C: -0.72 1.95 4.63
S: 0.47 -0.17 1.44
O: 0.91 1.13 0.81
C: -1.23 -0.47 0.91
C: -1.84 -1.58 1.58
C: -3.08 -1.98 1.24
C: -3.74 -1.38 0.14
C: -5.00 -1.86 -0.31
C: -5.60 -1.33 -1.42
C: -4.95 -0.30 -2.14
C: -3.76 0.19 -1.72
C: -3.12 -0.32 -0.56
C: -1.84 0.19 -0.10
C: -1.34 1.44 -0.78
C: -2.10 2.64 -0.58
C: -3.12 2.72 0.41
C: -3.81 3.87 0.61
C: -3.54 5.02 -0.18
C: -2.57 4.97 -1.13
C: -1.81 3.79 -1.34
C: -0.76 3.76 -2.28
C: 0.02 2.65 -2.39
C: -0.26 1.50 -1.62
S: 0.82 0.07 -1.81
O: 0.47 -0.58 -3.10
C: 2.39 0.91 -2.08
C: 3.13 0.39 -3.13
C: 4.41 0.88 -3.36
C: 4.96 1.85 -2.54
C: 6.37 2.33 -2.77
C: 4.19 2.36 -1.50
C: 2.90 1.90 -1.26
H: -0.15 0.98 7.86
H: -1.69 1.67 7.33
H: -0.22 2.64 7.28
H: 0.60 -0.68 6.32
H: 1.02 -1.46 4.03
H: -0.75 2.14 2.48
H: -1.19 2.91 4.80
H: -1.28 -2.09 2.37
H: -3.55 -2.80 1.76
H: -5.47 -2.66 0.24
H: -6.56 -1.72 -1.75
H: -5.41 0.09 -3.04
H: -3.27 0.97 -2.29
H: -3.33 1.85 1.03
H: -4.57 3.91 1.39
H: -4.11 5.93 -0.02
H: -2.35 5.85 -1.73
H: -0.56 4.63 -2.89
H: 0.85 2.64 -3.09
H: 2.70 -0.38 -3.75
H: 4.99 0.46 -4.17
H: 7.06 1.49 -2.84
H: 6.71 2.98 -1.96
H: 6.45 2.89 -3.71
H: 4.61 3.13 -0.85
H: 2.33 2.29 -0.43
S: 3.41 -2.87 4.20
C: 2.85 -2.45 2.67
S: 3.42 -1.03 1.84
S: 1.57 -3.32 1.87
C: 3.55 -2.38 -1.18
H: 4.36 -1.65 -1.17
H: 3.41 -2.69 -2.23
H: 3.88 -3.26 -0.61
C: 0.24 -3.74 -3.26
As: 0.57 -3.52 -1.35
C: 1.57 -5.16 -1.09
C: -1.18 -4.17 -0.74
H: -0.16 -4.74 -3.45
H: 1.18 -3.61 -3.80
H: -0.46 -2.98 -3.61
H: 0.96 -6.00 -1.42
H: 1.83 -5.26 -0.04
H: 2.48 -5.11 -1.68
H: -1.44 -5.09 -1.25
H: -1.95 -3.42 -0.94
H: -1.13 -4.34 0.34

Results
F_max	2.578	eV/Å
orbital gap (spin up / spin down)	4.98 / 5.63	eV
total charge	-1
spin multiplicity	6
relative energy (zero: lowest compared OMol25 entry of this formula, charge and spin)	38.0	kcal/mol
⟨S²⟩	8.77

[2]
The following is a quantum chemistry calculation of 3 unconnected molecules or ions with the total composition C39H38ClFO6P, from the OMol25 dataset.

Atoms and positions in Å:
C: 3.93 5.24 -0.27
C: 3.75 4.37 0.97
C: 4.67 3.14 0.92
C: 4.02 1.99 0.14
C: 3.21 1.01 1.00
C: 1.74 1.38 1.25
P: 0.60 1.00 -0.10
Cl: 0.49 -1.01 -0.23
C: -1.09 1.59 0.20
C: -1.19 2.82 1.12
C: -1.09 4.12 0.35
O: -1.87 4.37 -0.47
O: -0.04 4.94 0.59
C: 1.08 1.61 -1.76
C: 1.16 3.13 -1.84
F: 2.18 0.99 -2.24
H: 4.88 5.78 -0.20
H: 3.95 4.64 -1.17
H: 3.15 5.98 -0.34
H: 2.70 4.10 0.98
H: 3.92 4.98 1.86
H: 5.05 2.85 1.89
H: 5.53 3.46 0.33
H: 3.48 2.42 -0.70
H: 4.83 1.41 -0.30
H: 3.32 0.01 0.60
H: 3.68 1.00 1.97
H: 1.39 0.78 2.09
H: 1.60 2.41 1.56
H: -1.53 1.87 -0.75
H: -1.72 0.80 0.60
H: -0.47 2.81 1.94
H: -2.17 2.81 1.57
H: -0.04 5.23 1.51
H: 0.26 1.32 -2.42
H: 1.58 3.53 -0.93
H: 0.19 3.55 -2.05
H: 1.80 3.42 -2.66
C: -0.99 -4.07 2.57
C: -1.16 -5.00 3.59
C: -1.31 -4.58 4.90
C: -1.29 -3.23 5.20
C: -1.10 -2.29 4.18
C: -0.96 -2.72 2.87
C: -1.02 -0.84 4.48
O: -0.86 -0.03 3.57
C: -1.14 -0.40 5.89
C: -1.02 0.95 6.19
C: -1.14 1.38 7.50
C: -1.39 0.46 8.52
C: -1.51 -0.89 8.22
C: -1.38 -1.32 6.91
C: -1.47 -2.78 6.61
O: -1.69 -3.58 7.49
H: -0.88 -4.40 1.55
H: -1.17 -6.06 3.36
H: -1.45 -5.31 5.69
H: -0.83 -1.99 2.09
H: -0.82 1.67 5.41
H: -1.03 2.43 7.74
H: -1.49 0.80 9.54
H: -1.70 -1.60 9.01
C: -0.26 -2.22 -9.23
C: -1.37 -3.02 -9.47
C: -2.19 -3.39 -8.42
C: -1.90 -2.97 -7.13
C: -0.77 -2.19 -6.89
C: 0.04 -1.80 -7.95
C: -0.42 -1.76 -5.51
O: 0.55 -1.07 -5.29
C: -1.29 -2.21 -4.39
C: -0.95 -1.87 -3.09
C: -1.75 -2.26 -2.03
C: -2.91 -2.99 -2.27
C: -3.26 -3.34 -3.57
C: -2.44 -2.96 -4.63
C: -2.81 -3.37 -6.01
O: -3.82 -4.00 -6.22
H: 0.38 -1.93 -10.05
H: -1.59 -3.36 -10.47
H: -3.06 -4.01 -8.60
H: 0.91 -1.18 -7.76
H: -0.04 -1.30 -2.90
H: -1.48 -2.00 -1.02
H: -3.55 -3.29 -1.45
H: -4.16 -3.91 -3.76

Results
F_max	3.824	eV/Å
orbital gap	8.27	eV
total charge	+1
spin multiplicity	1

Table of E (Eh), in record order: -7037.1535, -2861.6329